Record 1
C12H12BN5O6 | wB97M-V/def2-TZVPD

Positions of all 36 atoms, in Å:
C: 2.96504 -0.81937 -3.89046
O: 1.70811 -1.30956 -4.40197
C: 0.56540 -1.37852 -3.68409
C: -0.56204 -1.89599 -4.37577
C: -1.75079 -2.02801 -3.72323
N: -1.88917 -1.68380 -2.41168
B: -3.22052 -1.92845 -1.85545
H: -1.28466 -0.06810 2.37526
C: -0.81828 -1.16159 -1.73729
C: 0.41136 -0.99503 -2.32948
H: 3.65016 -0.90485 -4.73582
H: 2.90553 0.22945 -3.58443
H: 3.34165 -1.42932 -3.06380
H: -0.49665 -2.19588 -5.41884
H: -2.63513 -2.41427 -4.22442
H: -3.96975 -1.01388 -1.94215
H: -3.39622 -3.02167 -1.45094
H: -0.98219 -0.88119 -0.69794
H: 1.24741 -0.57390 -1.76093
O: 3.55651 2.49651 2.73121
N: 2.41378 2.98872 2.78316
O: 2.16762 4.18235 2.50316
C: 1.29798 2.16358 3.17549
C: -0.00786 2.70139 3.11394
C: -1.09882 1.86685 3.22708
N: -2.39915 2.28339 2.81539
O: -2.70592 3.48119 2.67885
O: -3.19333 1.34228 2.54879
C: -1.02728 0.36962 3.32836
C: 0.34623 -0.09915 3.65267
N: 0.68149 -1.40387 3.61201
O: 2.06449 -1.33288 3.23329
N: 2.53237 -0.05580 3.11539
C: 1.45780 0.74199 3.42774
H: -0.14718 3.75944 2.87674
H: -1.72803 -0.01166 4.09011

Results
LUMO in eV: -2.5478
M in g/mol: 333.07
Net charge: 0
Spin multiplicity: 1

Record 2
ClH4NSi | wB97M-V/def2-TZVPD

Positions of all 7 atoms, in Å:
N: 0.39593 -0.93913 -0.15015
Si: -0.67926 0.26306 -0.10802
H: 0.37048 -1.76439 0.43339
H: -1.81510 0.58946 0.75393
H: -0.49316 1.26450 -1.14112
Cl: 3.51588 0.09873 -0.00333
H: 2.30604 -0.37258 -0.16172

Results
LUMO in eV: -0.4596
M in g/mol: 81.58
SMILES: N=[SiH2].Cl
Relative energy (zero: lowest compared OMol25 entry of this formula, charge and spin) in eV: 2.917
Net charge: 0
Spin multiplicity: 1